83
Properties=species:S:1:pos:R:3:nbo_charge:R:1 method="wB97M-V/def2-TZVPD" homo_lumo_gap_ev="6.81 / 5.90" total_charge=+1 e_above_lowest_kj_mol=3.12 lumo_ha="-0.1081 / -0.1498" largest_force_ha_per_bohr=0.004 homo_energy_ev="-9.75 / -9.98" e_tot_ha=-8978.89471 multiplicity=3 molar_mass_g_mol=918.92
Pd 0.661 0.140 -0.185 0.776
Br 5.911 -2.068 4.748 0.073
C 4.466 -1.291 3.814 -0.154
C 3.315 -0.895 4.520 -0.166
C 2.259 -0.337 3.859 -0.274
C 2.263 -0.142 2.450 0.409
O 1.202 0.362 1.909 -0.772
C 3.444 -0.532 1.750 -0.201
C 3.645 -0.415 0.339 0.198
N 2.790 -0.015 -0.546 -0.573
C 3.162 0.029 -1.908 0.103
C 4.427 0.284 -2.366 -0.207
C 4.713 0.259 -3.749 -0.182
C 3.737 -0.019 -4.659 -0.183
C 2.410 -0.250 -4.223 -0.104
C 1.349 -0.546 -5.110 -0.109
C 0.094 -0.756 -4.620 -0.220
C -0.119 -0.630 -3.234 0.064
N 0.838 -0.344 -2.384 -0.499
C 2.114 -0.190 -2.849 0.215
C 4.527 -1.103 2.466 -0.173
H 3.271 -1.040 5.591 0.235
H 1.367 -0.040 4.396 0.224
H 4.629 -0.734 -0.012 0.181
H 5.218 0.521 -1.666 0.226
H 5.723 0.461 -4.078 0.232
H 3.958 -0.054 -5.718 0.227
H 1.551 -0.610 -6.172 0.228
H -0.736 -1.001 -5.267 0.229
H -1.111 -0.766 -2.817 0.215
H 5.415 -1.397 1.921 0.223
C -1.800 1.147 2.029 -0.725
C -2.437 -0.184 1.647 -0.719
As -1.187 -1.297 0.626 1.067
C -2.341 -2.260 -0.578 -0.377
C -2.250 -3.639 -0.720 -0.214
C -3.043 -4.287 -1.659 -0.182
C -3.920 -3.563 -2.453 -0.195
C -4.007 -2.183 -2.315 -0.222
C -3.216 -1.530 -1.382 -0.174
C -0.457 -2.608 1.831 -0.386
C -1.211 -3.184 2.848 -0.204
C -0.622 -4.097 3.710 -0.201
C 0.715 -4.437 3.558 -0.186
C 1.466 -3.874 2.536 -0.209
C 0.879 -2.961 1.673 -0.139
As -0.939 1.920 0.456 1.078
C -0.314 3.643 1.043 -0.377
C 0.686 3.677 2.012 -0.150
C 1.162 4.900 2.460 -0.217
C 0.653 6.079 1.933 -0.189
C -0.331 6.041 0.957 -0.188
C -0.819 4.822 0.506 -0.219
C -2.411 2.266 -0.737 -0.288
C -3.681 2.592 -0.267 -0.243
C -4.724 2.773 -1.163 -0.199
C -4.502 2.639 -2.528 -0.192
C -3.236 2.329 -3.001 -0.199
C -2.192 2.140 -2.104 -0.242
H -1.007 1.023 2.764 0.266
H -2.536 1.848 2.425 0.240
H -3.300 -0.030 0.997 0.240
H -2.783 -0.737 2.521 0.249
H -1.571 -4.212 -0.100 0.230
H -2.978 -5.361 -1.766 0.226
H -4.539 -4.073 -3.179 0.226
H -4.693 -1.616 -2.931 0.224
H -3.279 -0.449 -1.295 0.207
H -2.258 -2.932 2.974 0.215
H -1.209 -4.542 4.503 0.226
H 1.172 -5.144 4.238 0.227
H 2.510 -4.135 2.420 0.226
H 1.471 -2.512 0.882 0.206
H 1.091 2.751 2.405 0.228
H 1.934 4.931 3.217 0.224
H 1.029 7.032 2.282 0.225
H -0.723 6.961 0.544 0.223
H -1.589 4.800 -0.255 0.222
H -3.865 2.710 0.795 0.220
H -5.711 3.025 -0.797 0.229
H -5.319 2.783 -3.223 0.228
H -3.060 2.238 -4.065 0.224
H -1.200 1.899 -2.471 0.221



90
Properties=species:S:1:pos:R:3:lowdin_charge:R:1 method="wB97M-V/def2-TZVPD" homo_lumo_gap_ev="4.40 / 5.60" total_charge=-2 e_above_lowest_kj_mol=135.20 lumo_ha="0.1352 / 0.1352" largest_force_ha_per_bohr=0.005 homo_energy_ev="-0.72 / -1.92" e_tot_ha=-4416.53187 multiplicity=3 molar_mass_g_mol=1036.58
Ti 0.361 0.709 -0.236 0.650
C 1.814 -2.516 1.869 0.023
C 0.489 -2.256 1.221 -0.500
O 0.222 -1.165 0.743 -0.130
N -0.445 -3.226 1.244 0.091
C -1.810 -2.956 0.849 -0.114
C -2.075 -2.964 -0.642 -0.263
C -3.395 -2.879 -1.085 -0.033
C -3.629 -2.750 -2.439 -0.083
C -2.542 -2.692 -3.301 -0.073
C -1.272 -2.783 -2.761 -0.121
N -1.035 -2.944 -1.459 0.152
H 1.797 -2.021 2.842 0.100
H 2.595 -2.053 1.270 0.056
H 2.018 -3.579 2.000 0.073
H -0.171 -4.135 1.567 0.136
H -2.058 -1.950 1.195 0.070
H -2.475 -3.647 1.368 0.126
H -4.210 -2.868 -0.371 0.114
H -4.640 -2.653 -2.814 0.103
H -2.672 -2.539 -4.364 0.099
H -0.394 -2.685 -3.387 0.089
I -1.827 0.402 2.980 0.992
C -3.448 0.465 1.657 -0.629
C -4.675 0.418 2.265 -0.207
C -5.854 0.482 1.499 -0.117
C -5.752 0.589 0.146 -0.069
C -4.491 0.623 -0.499 -0.185
C -4.466 0.714 -1.909 -0.075
C -3.272 0.676 -2.555 -0.085
C -2.074 0.578 -1.819 -0.142
C -1.979 0.574 -0.434 -0.112
C -3.260 0.561 0.239 -0.230
H -4.734 0.341 3.342 0.064
H -6.821 0.455 1.987 0.089
H -6.643 0.648 -0.471 0.099
H -5.406 0.802 -2.446 0.099
H -3.225 0.731 -3.638 0.105
H -1.174 0.541 -2.417 0.068
S 2.876 0.636 0.049 0.725
C 3.318 1.958 1.081 -0.730
C 4.721 2.226 1.207 -0.300
N 5.860 2.396 1.285 0.122
C 2.399 2.682 1.773 -0.748
S 0.700 2.321 1.751 0.512
C 2.829 3.742 2.640 -0.301
N 3.155 4.596 3.343 0.121
I -2.141 5.702 -2.063 0.727
C -0.865 4.090 -2.433 -0.751
C -0.730 3.568 -3.753 -0.180
C 0.128 2.557 -3.978 -0.029
C 1.037 2.083 -2.877 -0.479
N 0.448 2.297 -1.571 -0.068
C -0.331 3.378 -1.399 -0.263
H -1.368 3.934 -4.550 0.081
H 0.162 2.065 -4.939 0.095
H 2.756 2.589 -2.146 0.075
H -0.579 3.614 -0.370 0.064
C 5.973 -1.692 -0.326 -0.059
C 4.773 -2.454 -0.828 -0.248
C 4.389 -3.605 -0.152 -0.101
C 3.249 -4.292 -0.545 -0.134
C 2.489 -3.812 -1.587 -0.046
C 2.884 -2.678 -2.316 -0.181
N 2.045 -2.370 -3.396 0.073
C 2.209 -1.367 -4.391 -0.220
C 2.606 -1.809 -5.643 -0.075
C 2.869 -0.941 -6.699 -0.133
C 2.787 0.430 -6.441 -0.119
C 2.365 0.895 -5.218 -0.046
C 1.952 0.028 -4.153 -0.104
C 1.343 0.571 -2.991 -0.272
O 2.272 2.841 -2.949 -0.002
O 0.976 -0.146 -1.969 -0.221
C 4.060 -2.000 -1.954 -0.153
C 4.601 -0.825 -2.729 -0.027
H 6.326 -2.124 0.611 0.069
H 5.717 -0.646 -0.143 0.062
H 6.801 -1.714 -1.039 0.075
H 4.968 -3.941 0.700 0.097
H 2.933 -5.184 -0.013 0.092
H 1.557 -4.297 -1.854 0.097
H 1.653 -3.214 -3.781 0.108
H 2.765 -2.876 -5.772 0.102
H 3.186 -1.318 -7.663 0.076
H 3.066 1.144 -7.208 0.089
H 2.352 1.958 -5.045 0.095
H 4.497 -0.964 -3.803 0.078
H 5.658 -0.682 -2.514 0.067
H 4.085 0.098 -2.460 0.057



85
Properties=species:S:1:pos:R:3:lowdin_charge:R:1 method="wB97M-V/def2-TZVPD" homo_lumo_gap_ev="7.03 / 7.64" total_charge=+2 e_above_lowest_kj_mol=0.00 lumo_ha="-0.1969 / -0.2195" largest_force_ha_per_bohr=0.016 homo_energy_ev="-12.39 / -13.61" e_tot_ha=-2844.75243 multiplicity=5 molar_mass_g_mol=792.86
Ru -0.526 -0.092 0.594 0.772
O -3.321 2.362 -6.347 0.205
C -2.221 2.718 -6.461 -0.426
O -1.121 3.074 -6.579 0.204
C -1.617 1.734 -3.886 0.106
C -0.305 1.750 -3.513 0.021
C -0.048 1.199 -2.254 -0.197
N -1.011 0.573 -1.576 0.056
C -2.262 0.487 -2.027 -0.191
C -2.641 1.164 -3.195 0.021
C -3.184 -0.343 -1.226 -0.201
C -4.463 -0.671 -1.662 0.018
C -5.278 -1.449 -0.860 -0.014
C -4.783 -1.907 0.352 -0.021
C -3.493 -1.555 0.706 -0.125
N -2.711 -0.784 -0.047 0.019
C 1.294 1.187 -1.632 -0.220
C 2.328 2.002 -2.071 0.009
C 3.581 1.879 -1.492 -0.016
C 3.768 0.944 -0.486 -0.017
C 2.679 0.188 -0.086 -0.114
N 1.469 0.306 -0.631 0.024
H 0.481 2.143 -4.144 0.121
H -3.672 1.236 -3.513 0.120
H -4.817 -0.323 -2.621 0.119
H -6.280 -1.698 -1.180 0.127
H -5.383 -2.524 1.005 0.121
H -3.065 -1.902 1.638 0.092
H 2.158 2.727 -2.854 0.120
H 4.401 2.496 -1.835 0.126
H 4.736 0.799 -0.029 0.121
H 2.786 -0.561 0.690 0.105
C -3.638 0.239 4.897 -0.058
C -2.357 0.208 5.429 -0.061
C -1.268 0.619 4.671 -0.085
C -1.471 1.060 3.367 -0.404
C -2.764 1.081 2.829 -0.129
C -3.846 0.685 3.597 -0.065
P -0.167 1.622 2.221 0.993
C -0.337 3.426 2.232 -0.377
C -0.956 4.078 3.298 -0.065
C -1.055 5.460 3.291 -0.050
C -0.547 6.191 2.227 -0.052
C 0.078 5.545 1.168 -0.063
C 0.179 4.164 1.167 -0.103
C 1.426 1.288 3.040 -0.282
C 2.334 2.334 3.228 -0.055
C 3.611 2.106 3.712 -0.048
C 4.025 0.813 3.991 -0.041
C 3.150 -0.243 3.804 0.002
C 1.867 -0.008 3.336 -0.320
H -4.481 -0.074 5.499 0.116
H -2.208 -0.128 6.447 0.117
H -0.272 0.608 5.098 0.116
H -2.904 1.455 1.820 0.098
H -4.845 0.721 3.183 0.115
H -1.353 3.510 4.129 0.110
H -1.527 5.969 4.121 0.117
H -0.641 7.269 2.221 0.117
H 0.481 6.124 0.348 0.113
H 0.665 3.648 0.344 0.096
H 2.020 3.345 3.013 0.106
H 4.284 2.939 3.865 0.119
H 5.025 0.628 4.358 0.121
H 3.444 -1.257 4.038 0.128
C 2.576 -6.429 -0.626 -0.026
C 2.127 -5.150 0.009 -0.238
C 2.426 -4.879 1.347 -0.004
C 1.892 -3.777 1.987 -0.056
C 1.073 -2.910 1.273 -0.403
C 0.835 -3.106 -0.084 -0.087
C 1.361 -4.226 -0.703 -0.010
S 0.110 -1.655 2.082 0.940
C -0.841 -2.729 3.170 -0.156
O 1.057 -1.146 3.312 -0.319
H 3.575 -6.710 -0.299 0.092
H 2.550 -6.372 -1.712 0.086
H 1.897 -7.230 -0.323 0.101
H 3.063 -5.557 1.900 0.130
H 2.108 -3.584 3.031 0.118
H 0.237 -2.393 -0.640 0.082
H 1.165 -4.398 -1.753 0.125
H -0.154 -3.226 3.851 0.079
H -1.343 -3.453 2.531 0.080
H -1.562 -2.123 3.718 0.058



87
Properties=species:S:1:pos:R:3:lowdin_charge:R:1 method="wB97M-V/def2-TZVPD" homo_lumo_gap_ev="5.77 / 5.69" total_charge=0 e_above_lowest_kj_mol=0.00 lumo_ha="-0.0253 / -0.0401" largest_force_ha_per_bohr=0.016 homo_energy_ev="-6.46 / -6.78" e_tot_ha=-4432.71135 multiplicity=3 molar_mass_g_mol=802.90
Ti -0.258 0.119 0.316 0.504
S -1.653 -1.472 1.948 0.669
C -3.397 -1.290 1.977 -0.633
C -4.149 -2.453 2.229 -0.128
C -5.527 -2.436 2.299 -0.093
C -6.231 -1.245 2.123 -0.101
C -5.518 -0.086 1.889 -0.123
C -4.125 -0.100 1.808 -0.532
S -3.300 1.450 1.521 0.966
C -3.678 1.670 -0.234 -0.382
C -3.262 0.510 -1.103 -0.312
C -4.006 0.208 -2.231 -0.016
C -3.590 -0.832 -3.055 -0.050
C -2.471 -1.562 -2.712 -0.031
C -1.794 -1.247 -1.529 -0.367
C -0.639 -1.978 -1.013 -0.175
S 1.245 -1.782 0.863 0.796
C 2.880 -1.380 0.451 -0.645
C 3.848 -2.395 0.471 -0.132
C 5.177 -2.111 0.232 -0.109
C 5.557 -0.798 -0.046 -0.098
C 4.611 0.210 -0.087 -0.126
C 3.259 -0.055 0.160 -0.704
S 2.090 1.235 0.098 0.691
N -2.176 -0.192 -0.778 0.009
H -3.608 -3.380 2.362 0.093
H -6.062 -3.358 2.492 0.100
H -7.311 -1.223 2.181 0.096
H -6.033 0.861 1.776 0.099
H -3.176 2.596 -0.533 0.071
H -4.748 1.834 -0.361 0.080
H -4.898 0.777 -2.457 0.113
H -4.153 -1.077 -3.947 0.110
H -2.129 -2.395 -3.312 0.122
H -0.024 -2.476 -1.755 0.059
H -0.936 -2.622 -0.193 -0.011
H 3.530 -3.405 0.695 0.102
H 5.916 -2.901 0.259 0.097
H 6.597 -0.563 -0.238 0.099
H 4.903 1.228 -0.315 0.097
C 0.187 1.890 4.520 -0.036
O -0.275 2.900 3.587 0.034
C -0.276 2.297 2.394 -0.384
N -0.034 1.054 2.330 0.020
C 0.170 0.575 3.713 -0.248
C 1.418 -0.255 3.868 -0.215
C 2.659 0.253 3.497 -0.053
C 3.795 -0.530 3.614 -0.075
C 3.701 -1.822 4.116 -0.085
C 2.467 -2.329 4.494 -0.076
C 1.326 -1.548 4.364 -0.049
C -0.502 3.090 1.192 -0.213
C -0.619 4.470 1.198 0.043
C -0.723 5.127 -0.016 -0.011
C -0.652 4.388 -1.185 0.034
C -0.530 3.009 -1.093 -0.188
N -0.508 2.359 0.072 0.036
C -0.328 2.174 -2.284 -0.321
N -0.097 0.931 -2.245 0.154
C 0.017 0.489 -3.648 -0.220
C 0.135 1.819 -4.418 -0.051
O -0.343 2.805 -3.475 0.022
C 1.142 -0.470 -3.930 -0.182
C 2.067 -0.814 -2.959 -0.022
C 3.104 -1.688 -3.259 -0.045
C 3.219 -2.221 -4.534 -0.083
C 2.290 -1.882 -5.510 -0.087
C 1.254 -1.012 -5.209 -0.044
H -0.488 1.886 5.371 0.133
H 1.191 2.164 4.842 0.128
H -0.695 -0.040 3.963 0.101
H 2.729 1.245 3.064 0.106
H 4.752 -0.143 3.287 0.109
H 4.588 -2.437 4.196 0.103
H 2.386 -3.340 4.871 0.104
H 0.353 -1.955 4.611 0.111
H -0.615 4.997 2.141 0.130
H -0.822 6.203 -0.053 0.118
H -0.673 4.856 -2.158 0.126
H -0.926 -0.004 -3.901 0.134
H -0.486 1.871 -5.309 0.130
H 1.171 2.052 -4.667 0.139
H 1.975 -0.391 -1.970 0.049
H 3.818 -1.946 -2.486 0.099
H 4.026 -2.903 -4.769 0.101
H 2.370 -2.299 -6.506 0.100
H 0.524 -0.759 -5.972 0.115



89
Properties=species:S:1:pos:R:3:lowdin_charge:R:1 method="wB97M-V/def2-TZVPD" homo_lumo_gap_ev="4.38 / 4.32" total_charge=+3 e_above_lowest_kj_mol=229.21 lumo_ha="-0.3751 / -0.3757" largest_force_ha_per_bohr=0.015 homo_energy_ev="-14.59 / -14.54" e_tot_ha=-3390.32362 multiplicity=2 molar_mass_g_mol=952.09
Re -0.131 -0.709 0.051 0.962
C 3.981 0.543 1.076 0.000
C 4.202 -0.245 2.207 0.014
C 3.130 -0.872 2.802 0.043
C 1.882 -0.792 2.195 -0.192
N 1.712 -0.177 0.991 -0.034
C 2.718 0.574 0.513 -0.237
C 0.629 -1.235 2.817 -0.220
C 0.480 -1.652 4.132 0.038
C -0.792 -1.912 4.609 0.004
C -1.881 -1.788 3.758 0.045
C -1.681 -1.398 2.446 -0.184
N -0.442 -1.088 2.005 -0.095
C -2.708 -1.348 1.393 -0.189
C -4.046 -1.639 1.607 0.032
C -4.921 -1.643 0.534 -0.003
C -4.436 -1.349 -0.733 -0.014
C -3.099 -1.042 -0.877 -0.119
N -2.246 -1.034 0.157 -0.071
H 4.785 1.140 0.668 0.131
H 5.192 -0.310 2.639 0.141
H 3.251 -1.421 3.725 0.133
H 1.903 0.929 -1.412 0.136
H 1.338 -1.755 4.781 0.128
H -0.937 -2.223 5.634 0.132
H -2.874 -2.014 4.118 0.127
H -4.403 -1.876 2.599 0.125
H -5.966 -1.876 0.685 0.132
H -5.084 -1.352 -1.598 0.127
H -2.678 -0.780 -1.839 0.112
C 0.669 -6.021 -0.402 -0.007
N 0.595 -5.079 -1.516 -0.112
C 0.646 -5.417 -2.849 0.007
C 0.546 -4.288 -3.556 -0.002
N 0.441 -3.214 -2.646 0.041
C 0.459 -3.750 -1.388 -0.620
S 0.347 -3.064 0.154 0.799
C 0.331 -1.862 -3.087 -0.214
C 0.530 -1.656 -4.457 0.024
C 0.396 -0.409 -5.017 0.001
C 0.044 0.642 -4.185 -0.014
C -0.109 0.371 -2.852 -0.151
N 0.050 -0.840 -2.254 -0.005
H 0.720 -7.024 -0.814 0.107
H -0.218 -5.923 0.221 0.093
H 1.557 -5.821 0.194 0.100
H 0.737 -6.437 -3.182 0.149
H 0.518 -4.190 -4.620 0.121
H 0.805 -2.465 -5.106 0.108
H 0.553 -0.270 -6.078 0.136
H -0.112 1.648 -4.549 0.126
H -0.407 1.170 -2.201 0.043
O 5.254 -0.870 -1.790 -0.197
S 4.256 -1.700 -1.217 0.675
O 4.576 -2.701 -0.269 -0.184
O 2.896 -1.499 -1.602 -0.262
C 2.319 1.566 -0.614 -0.218
C 3.516 2.272 -1.112 0.052
C 3.723 3.591 -0.867 0.013
C 2.772 4.294 -0.100 0.100
C 1.559 3.721 0.321 -0.027
C 1.259 2.434 -0.023 -0.208
P -0.411 1.673 0.240 0.997
C -0.823 2.227 1.926 -0.342
C -2.106 2.642 2.273 -0.066
C -2.414 2.924 3.598 -0.045
C -1.447 2.803 4.584 -0.045
C -0.160 2.405 4.244 -0.053
C 0.149 2.114 2.926 -0.109
C -1.458 2.665 -0.878 -0.361
C -2.800 2.280 -0.951 -0.117
C -3.678 2.936 -1.798 -0.039
C -3.223 3.970 -2.605 -0.037
C -1.889 4.346 -2.557 -0.045
C -1.009 3.699 -1.699 -0.082
H 4.254 1.684 -1.647 0.139
H 4.610 4.094 -1.228 0.139
H 2.960 5.335 0.138 0.147
H 0.838 4.337 0.845 0.142
H -2.869 2.778 1.518 0.097
H -3.410 3.259 3.854 0.121
H -1.689 3.038 5.612 0.121
H 0.605 2.336 5.007 0.118
H 1.164 1.822 2.678 0.097
H -3.170 1.469 -0.335 0.087
H -4.719 2.642 -1.828 0.121
H -3.907 4.483 -3.267 0.124
H -1.531 5.153 -3.183 0.121
H 0.024 4.019 -1.683 0.095